[1]
Formula: C40H36AuF2GeN3O2S
Source: the Open Molecules 2025 dataset
Level of theory: ωB97M-V with the def2-TZVPD basis set

Calculated values
HOMO (alpha / beta), hartree: -0.3920 / -0.3917
Net charge: +1
Spin multiplicity: 2

XYZ file:
```
86
Properties=species:S:1:pos:R:3:forces:R:3:lowdin_spin:R:1
Au 0.776 0.710 -0.176 -1.418 0.339 0.550 0.048
C 4.042 1.777 4.188 -0.019 -0.012 -0.006 -0.003
C 4.350 0.452 3.916 0.072 0.004 0.051 -0.001
C 4.176 -0.052 2.635 -0.006 -0.097 -0.101 -0.002
C 3.676 0.765 1.623 -0.454 -0.108 -0.365 -0.007
C 3.364 2.095 1.908 0.038 0.060 -0.086 -0.001
C 3.560 2.605 3.180 0.004 0.023 -0.017 0.000
Ge 3.173 0.069 -0.134 2.333 0.482 -0.104 -0.062
C 3.818 1.133 -1.647 -0.781 -0.393 0.416 -0.021
C 4.613 2.263 -1.479 0.044 0.086 0.042 -0.007
C 4.879 3.084 -2.565 0.061 -0.048 0.051 -0.001
C 4.344 2.786 -3.811 0.015 0.016 -0.053 -0.009
C 3.553 1.659 -3.988 -0.021 -0.091 0.026 0.001
C 3.288 0.834 -2.906 0.011 0.085 -0.044 -0.011
C 3.551 -1.837 -0.362 -0.900 0.367 0.207 -0.010
C 4.195 -2.307 -1.504 0.039 0.141 -0.123 -0.005
C 4.493 -3.655 -1.625 0.043 -0.023 0.012 0.000
C 4.141 -4.542 -0.617 0.007 0.010 0.005 -0.005
C 3.483 -4.085 0.518 0.008 0.008 0.052 0.000
C 3.179 -2.739 0.638 -0.028 0.021 0.043 -0.004
H 4.188 2.172 5.186 -0.005 -0.019 0.010 0.000
H 4.724 -0.191 4.702 0.003 0.005 -0.002 0.000
H 4.442 -1.081 2.424 -0.027 0.004 0.048 0.000
H 2.962 2.734 1.126 -0.007 0.025 0.045 -0.001
H 3.338 3.644 3.386 0.001 -0.004 0.010 0.000
H 5.035 2.496 -0.508 -0.042 0.038 0.002 0.000
H 5.500 3.960 -2.434 0.012 -0.008 -0.023 0.000
H 4.547 3.435 -4.653 -0.001 0.011 0.014 -0.001
H 3.132 1.427 -4.957 0.037 0.024 -0.016 0.000
H 2.662 -0.042 -3.040 -0.031 0.042 -0.036 0.000
H 4.485 -1.618 -2.288 -0.009 -0.026 -0.013 0.000
H 5.001 -4.013 -2.510 0.015 -0.002 0.013 0.000
H 4.383 -5.592 -0.711 -0.014 0.001 -0.021 0.000
H 3.213 -4.774 1.308 -0.005 -0.010 -0.014 0.000
H 2.669 -2.380 1.526 0.028 -0.059 0.011 0.000
N 0.824 0.835 7.019 -0.200 0.249 -0.227 -0.002
C 1.117 -0.159 6.169 0.517 -0.707 0.467 0.004
S 1.993 -1.469 6.692 -0.126 0.261 -0.143 0.021
C 0.624 -0.040 4.779 -0.206 0.141 -0.349 0.033
C -0.177 1.167 4.350 0.141 -0.181 0.038 0.045
C -0.221 1.304 2.784 -0.425 0.192 -0.065 0.042
N 0.676 0.473 2.087 0.460 -0.578 -0.045 0.457
C 0.254 -0.837 2.499 -0.693 -0.168 0.348 0.035
C 0.814 -1.018 3.890 0.298 0.053 0.125 0.016
H 1.147 0.762 7.968 0.016 -0.024 0.024 0.000
H 0.310 1.654 6.745 -0.006 -0.025 0.059 0.001
H 0.148 2.082 4.844 0.016 0.049 -0.122 0.003
H -0.210 2.340 2.453 -0.042 -0.005 0.006 0.000
H 0.616 -1.596 1.811 -0.068 0.101 -0.016 0.003
H 1.370 -1.910 4.140 0.018 0.000 0.097 0.001
C -4.947 -3.517 4.710 -0.014 0.016 -0.053 0.000
C -3.623 -3.369 4.009 0.028 -0.119 -0.066 0.000
C -2.862 -4.507 3.797 -0.022 0.019 0.013 0.000
C -1.628 -4.404 3.187 -0.059 -0.077 0.049 0.000
C -1.149 -3.165 2.827 0.003 0.154 -0.071 0.000
C -1.902 -1.990 2.998 -0.199 -0.509 0.524 0.000
N -1.257 -0.798 2.553 0.290 0.487 -0.919 0.007
C -1.633 0.603 2.820 0.112 0.086 0.205 0.026
C -1.720 0.923 4.342 -0.109 -0.019 0.042 0.002
C -2.529 2.138 4.648 0.041 0.083 -0.010 0.005
C -3.174 2.836 3.710 0.037 0.049 0.258 0.000
C -3.230 2.400 2.326 -0.093 -0.338 -0.125 0.010
C -2.607 1.292 1.894 -0.007 0.024 0.188 -0.003
C -2.760 0.923 0.455 -0.073 -0.203 -0.062 0.000
O -3.428 1.543 -0.320 0.094 0.219 -0.112 -0.001
O -2.048 -0.156 0.047 -0.100 -0.164 0.115 0.002
C -3.192 -2.103 3.568 0.281 0.056 -0.091 0.000
C -4.200 -0.996 3.739 0.087 -0.036 0.086 0.000
H -5.025 -4.503 5.163 -0.009 -0.007 -0.012 0.000
H -5.780 -3.403 4.012 -0.020 0.021 0.035 0.000
H -5.070 -2.772 5.495 -0.041 -0.021 0.004 0.000
H -3.249 -5.471 4.099 0.040 0.006 0.055 0.000
H -1.032 -5.288 3.003 0.036 0.024 0.012 0.000
H -0.166 -3.121 2.383 -0.106 -0.123 0.020 0.000
H -1.848 -0.700 0.851 0.311 0.218 -0.137 0.000
H -2.022 0.086 4.976 0.007 -0.011 -0.043 0.000
H -2.588 2.438 5.689 -0.021 0.029 -0.012 0.000
H -3.739 3.719 3.981 0.008 -0.007 0.029 0.000
H -3.857 2.948 1.633 0.044 -0.032 -0.061 0.001
H -4.307 -0.714 4.790 -0.010 0.032 -0.023 0.000
H -5.177 -1.343 3.406 -0.002 0.049 -0.003 0.000
H -3.978 -0.109 3.172 0.088 0.279 -0.147 0.000
F -0.480 2.578 -2.105 -0.031 -0.015 -0.058 0.076
C 0.004 2.677 -0.873 0.734 -0.069 -0.643 0.231
F 1.041 3.528 -0.871 -0.024 0.041 0.034 0.061
H -0.775 3.049 -0.198 0.002 -0.394 0.196 0.027
```
Positions in Å, forces in eV/Å.

[2]
Formula: C40H36BCl5F2FeNOP2S
Source: the Open Molecules 2025 dataset
Level of theory: ωB97M-V with the def2-TZVPD basis set

Calculated values
HOMO (alpha / beta), hartree: -0.0721 / -0.1365
Net charge: -1
Spin multiplicity: 5

XYZ file:
```
90
Properties=species:S:1:pos:R:3:forces:R:3:lowdin_spin:R:1
Fe -0.596 0.177 -1.066 0.655 -0.138 1.266 2.910
C 2.294 1.705 -1.742 -0.180 0.069 0.100 -0.006
P 1.855 -0.078 -1.463 0.576 -0.033 -0.670 0.011
C 2.325 -0.832 -3.081 0.019 0.009 0.031 0.000
C 1.399 -1.622 -3.754 -0.021 -0.092 0.037 0.000
C 1.713 -2.185 -4.990 -0.015 0.036 0.085 0.000
C 2.957 -1.965 -5.558 0.028 0.052 0.055 0.000
C 3.893 -1.179 -4.890 -0.040 -0.017 0.006 0.000
C 3.577 -0.617 -3.663 -0.035 -0.017 0.001 0.001
C 3.309 -0.664 -0.475 -0.297 -0.015 0.253 0.008
C 3.857 0.154 0.511 0.097 0.179 0.119 0.006
C 4.849 -0.316 1.369 -0.115 0.146 -0.047 0.000
C 5.308 -1.618 1.259 0.025 -0.071 -0.027 0.006
C 4.768 -2.448 0.284 -0.013 0.059 -0.117 0.000
C 3.775 -1.978 -0.566 0.122 -0.055 -0.115 0.005
C 1.324 2.568 -0.982 -0.046 0.002 0.074 0.003
C 1.371 3.904 -0.627 -0.034 -0.038 0.075 0.010
C 0.147 4.184 0.052 0.118 0.005 -0.001 0.005
C -0.563 3.002 0.067 0.029 -0.188 0.049 0.011
C -1.850 2.583 0.724 0.112 -0.029 -0.133 0.000
P -1.489 0.850 1.297 -0.010 0.383 0.697 0.028
C -2.957 0.449 2.334 0.001 -0.115 -0.107 0.008
C -4.200 1.036 2.122 -0.059 0.088 0.034 0.004
C -5.304 0.665 2.888 0.076 0.022 -0.030 0.000
C -5.178 -0.299 3.875 0.051 0.011 -0.002 0.003
C -3.943 -0.905 4.088 0.046 0.031 -0.098 0.000
C -2.851 -0.542 3.313 -0.037 0.007 0.075 0.003
C -0.306 1.313 2.654 0.013 -0.053 -0.085 0.005
C 1.047 1.030 2.489 -0.056 -0.010 0.045 -0.001
C 1.986 1.426 3.436 -0.039 -0.049 -0.060 0.000
C 1.578 2.112 4.570 -0.060 0.013 -0.006 0.000
C 0.229 2.392 4.754 -0.024 -0.040 -0.063 0.000
C -0.703 1.997 3.804 0.014 0.006 0.003 0.002
N 0.150 2.014 -0.560 0.051 0.383 -0.121 0.023
H 2.218 1.877 -2.818 -0.042 -0.035 -0.032 0.000
H 3.327 1.894 -1.444 0.051 0.027 -0.076 0.000
H 0.423 -1.787 -3.310 0.051 0.049 -0.052 0.000
H 0.974 -2.784 -5.511 0.026 0.010 0.029 0.000
H 3.200 -2.397 -6.521 0.000 0.004 0.006 0.000
H 4.868 -1.003 -5.330 -0.026 0.001 0.009 0.000
H 4.312 -0.009 -3.144 -0.021 -0.014 -0.023 0.000
H 3.510 1.181 0.603 0.012 -0.092 0.074 0.000
H 5.264 0.343 2.125 -0.028 -0.010 -0.053 0.000
H 6.085 -1.983 1.920 -0.036 0.002 -0.012 0.000
H 5.123 -3.467 0.184 -0.013 0.006 -0.016 0.000
H 3.365 -2.635 -1.325 0.008 0.003 0.026 0.000
H 2.175 4.600 -0.831 -0.067 -0.063 0.007 0.001
H -0.163 5.134 0.471 0.020 -0.122 -0.019 0.001
H -2.694 2.592 0.024 0.063 -0.069 0.070 0.000
H -2.101 3.203 1.587 0.003 0.070 -0.020 0.000
H -4.319 1.790 1.350 -0.013 -0.063 0.082 0.000
H -6.263 1.132 2.700 0.035 -0.007 -0.012 0.000
H -6.034 -0.580 4.478 0.029 0.004 -0.031 0.000
H -3.834 -1.662 4.856 0.006 0.007 -0.014 0.000
H -1.890 -1.017 3.489 -0.016 0.011 0.002 0.000
H 1.359 0.506 1.594 0.070 0.031 -0.046 -0.001
H 3.037 1.203 3.286 -0.038 -0.009 -0.029 0.000
H 2.307 2.434 5.305 -0.022 -0.024 -0.011 0.000
H -0.098 2.927 5.639 -0.002 -0.004 -0.020 0.000
H -1.753 2.223 3.959 0.026 -0.003 -0.013 0.000
Cl -3.215 -0.502 -1.074 -0.500 0.065 -0.342 0.037
C -3.770 1.005 -1.779 0.205 0.069 -0.126 0.125
C -2.796 1.771 -2.536 0.055 -0.321 0.127 0.177
C -3.206 3.129 -2.773 0.057 0.049 0.030 0.093
Cl -2.073 4.209 -3.527 -0.093 0.011 0.041 0.013
C -4.447 3.606 -2.434 -0.043 -0.004 0.040 0.040
Cl -4.881 5.254 -2.768 0.002 -0.072 0.025 -0.002
C -5.414 2.770 -1.808 0.045 0.054 0.041 0.209
Cl -7.004 3.351 -1.441 0.059 -0.039 -0.086 0.057
C -5.022 1.464 -1.463 0.020 -0.032 0.029 0.021
Cl -6.131 0.450 -0.585 -0.013 0.046 -0.096 -0.005
F -0.425 1.859 -3.546 -0.219 -0.148 0.201 0.026
B -1.443 1.194 -2.930 -0.223 -0.041 -0.886 0.103
F -1.259 -0.203 -3.136 -0.092 0.320 -0.153 0.041
C -0.446 -4.897 -1.736 -0.008 -0.002 0.035 0.000
C -0.208 -4.536 -0.274 -0.107 -0.099 -0.118 0.002
S 0.394 -2.852 -0.180 0.020 0.406 -0.438 0.005
O -0.752 -2.025 -0.706 -0.034 -0.560 0.184 0.011
C 0.409 -2.656 1.601 0.046 0.048 0.146 0.000
C 1.708 -3.163 2.222 0.005 0.004 -0.102 0.000
H -0.957 -5.857 -1.814 0.034 -0.010 0.016 0.000
H 0.494 -4.960 -2.288 -0.009 0.015 0.022 0.000
H -1.072 -4.140 -2.209 0.007 -0.026 0.038 0.000
H 0.542 -5.177 0.199 -0.053 0.005 0.010 0.001
H -1.134 -4.556 0.305 -0.001 -0.071 -0.016 0.000
H -0.489 -3.135 1.999 0.014 0.063 0.061 0.000
H 0.306 -1.576 1.719 0.001 0.006 0.054 0.000
H 1.794 -4.251 2.160 -0.013 0.055 0.007 0.000
H 1.754 -2.881 3.274 -0.038 -0.012 0.008 0.000
H 2.576 -2.725 1.719 -0.155 -0.032 0.101 0.000
```
Positions in Å, forces in eV/Å.